(1)
The following is a DFT calculation (ωB97M-V/def2-TZVPD) of C22H17BrInN12O2S7 as an isolated structure.

Properties
Energy above the lowest of the compared OMol25 structures with the same formula, charge and spin, kcal/mol: 9.8
HOMO energy, eV: -5.1
Charge: -1
2S+1: 1
F_max, eV/Å: 0.44
Calculated total energy, Ha: -7207.78589
Gap between HOMO and LUMO, eV: 7.071

The geometry in XYZ format:
```
62
Properties=species:S:1:pos:R:3:forces:R:3:lowdin_charge:R:1
In -1.9143 -0.7735 -0.3964 -0.07 0.08 -0.39 0.47
S -2.4897 -1.5073 -7.4421 -0.01 -0.01 -0.02 0.48
C -2.2292 -1.2107 -5.8436 -0.01 0.00 0.09 -1.53
S -1.0693 -2.0468 -4.8844 0.07 0.02 0.00 0.90
C -1.2973 -1.1634 -3.3923 0.02 -0.01 -0.03 -1.11
C -2.2603 -0.2188 -3.4042 0.01 0.01 -0.03 -1.13
S -2.7855 0.8199 -2.0911 0.06 -0.14 0.08 0.54
S -3.1053 -0.0425 -4.9264 0.01 0.07 -0.01 0.90
S -0.2808 -1.6379 -2.0368 -0.07 -0.04 0.08 0.61
N -4.3639 -1.7288 1.9778 0.04 0.01 -0.05 0.16
C -3.7343 -0.5295 2.1885 -0.09 0.00 -0.05 -0.44
N -4.0205 0.2616 3.2082 0.09 0.06 0.04 0.04
N -3.1901 1.3086 3.0666 0.01 -0.03 -0.04 -0.07
N -2.4513 1.1640 2.0275 0.00 0.08 0.03 -0.07
N -2.7725 -0.0050 1.4260 0.14 -0.05 0.10 -0.04
C -4.2365 -2.5280 0.8608 -0.06 0.10 0.09 -0.50
N -4.9084 -3.6468 0.7041 -0.01 -0.09 -0.10 0.03
N -4.4619 -4.1382 -0.4789 0.07 0.06 0.02 -0.07
N -3.5752 -3.3687 -0.9914 -0.10 -0.03 0.08 -0.04
N -3.4041 -2.3075 -0.1569 0.07 -0.13 0.11 -0.07
H -5.0928 -1.9735 2.6256 -0.02 0.01 -0.01 0.14
C -1.4566 -3.9684 2.0654 0.09 -0.02 -0.03 -0.04
O -0.8399 -2.7349 1.7027 0.02 0.06 0.01 -0.10
C 0.5183 -2.6972 1.6937 -0.10 -0.13 0.04 -0.20
C 1.3470 -3.7165 2.1314 -0.02 0.03 0.02 -0.05
C 2.7250 -3.5605 2.0211 -0.03 0.04 -0.01 -0.67
Br 3.8495 -4.9495 2.6582 -0.01 0.01 -0.01 0.73
C 3.2811 -2.4492 1.4379 0.00 -0.01 -0.02 -0.07
C 2.4425 -1.4294 0.9767 0.16 0.04 -0.08 -0.06
C 1.0767 -1.5245 1.1722 0.00 -0.01 -0.18 -0.19
O 0.1941 -0.5338 0.8534 -0.21 0.06 0.05 -0.08
C 3.0573 -0.3265 0.2136 -0.04 0.00 0.00 -0.28
N 4.1820 0.2567 0.5250 0.02 0.02 -0.01 0.18
C 4.4219 1.1385 -0.5177 0.01 0.01 0.01 -0.23
C 5.4781 2.0295 -0.7092 0.03 0.03 -0.02 -0.03
C 5.4688 2.8047 -1.8511 0.00 -0.01 -0.01 -0.11
C 4.4313 2.7081 -2.7956 -0.06 -0.01 0.05 -0.10
C 3.3729 1.8394 -2.6183 0.07 -0.04 -0.03 -0.04
C 3.3962 1.0578 -1.4673 0.07 -0.08 0.02 -0.25
N 2.5254 0.1140 -0.9702 0.24 -0.19 -0.15 0.10
H -1.2306 -4.2187 3.1034 0.00 0.00 0.02 0.10
H -1.1268 -4.7715 1.4042 0.03 -0.01 -0.01 0.11
H -2.5252 -3.8319 1.9462 0.01 0.02 0.02 0.07
H 0.9467 -4.6217 2.5579 -0.06 -0.03 -0.01 0.10
H 4.3474 -2.3461 1.3003 0.00 -0.01 0.02 0.11
H 0.6077 0.2790 0.4872 0.00 0.18 0.09 -0.01
H 6.2744 2.1015 0.0204 -0.01 0.00 0.00 0.11
H 6.2748 3.5060 -2.0291 -0.01 -0.01 0.01 0.09
H 4.4530 3.3435 -3.6717 0.01 -0.01 -0.01 0.10
H 2.5595 1.7756 -3.3298 0.02 0.02 0.02 0.11
H 1.7031 -0.2522 -1.4422 0.03 -0.12 0.01 0.05
S 0.5908 2.2249 -0.6561 -0.16 0.34 0.23 0.74
C -0.0423 3.5320 0.1489 -0.26 0.05 -0.23 -1.09
N -0.9893 3.5248 1.0697 0.15 0.07 0.41 -0.05
C -1.5266 4.8043 1.5057 0.03 -0.06 -0.04 -0.22
C -0.4328 5.8293 1.2376 0.06 -0.06 -0.09 -0.43
S 0.4419 5.1843 -0.2246 0.01 -0.01 0.02 0.92
H -1.3684 2.6460 1.4356 -0.19 -0.14 -0.16 0.08
H -1.7950 4.7509 2.5593 0.00 0.01 0.02 0.12
H -2.4250 5.0438 0.9308 -0.03 -0.03 -0.02 0.12
H 0.2705 5.8965 2.0662 0.00 0.01 0.02 0.07
H -0.8362 6.8143 1.0177 0.00 0.01 0.02 0.07
```
Forces are in eV/Å.



(2)
The following is a DFT calculation (ωB97M-V/def2-TZVPD) of a 5-piece molecular cluster, C13H33ClN4O5PS4 overall at a distorted geometry.

Properties
HOMO energy, eV: -10.5
Charge: +1
2S+1: 1
F_max, eV/Å: 6.06
Calculated total energy, Ha: -3504.20209
Gap between HOMO and LUMO, eV: 6.531

The geometry in XYZ format:
```
61
Properties=species:S:1:pos:R:3:forces:R:3:lowdin_charge:R:1
C -1.4224 2.5868 2.1744 0.55 -1.99 0.15 0.04
C -0.7011 1.3621 2.1655 -0.22 1.43 -0.02 -0.07
N -1.1250 0.2699 1.2673 -2.44 3.70 0.78 -0.05
C -2.1358 0.5366 0.3166 2.14 -5.64 -0.59 0.02
N -2.2933 -0.6731 -0.4047 1.67 0.66 2.33 0.10
C -1.4025 -1.6283 0.1474 -0.81 4.30 1.34 -0.34
N -1.2640 -2.9002 -0.2624 -0.23 0.02 1.20 -0.13
P -2.1170 -3.6835 -1.6135 0.17 -2.15 -1.54 0.62
O -2.3126 -5.2978 -1.0446 -0.68 3.24 0.43 -0.35
Cl -4.0858 -2.9694 -1.8051 0.88 -0.34 0.94 0.20
N -0.6681 -1.0084 1.2184 -1.68 -1.98 -2.30 -0.03
C 0.4101 -1.5765 2.0813 1.01 0.80 -0.17 0.02
H -0.8806 3.5657 1.9750 -0.59 -1.30 1.62 0.10
H -2.5458 2.5753 2.3659 1.41 0.06 -1.54 0.09
H 0.2042 1.1772 2.8270 -0.57 0.45 -1.92 0.13
H -2.7230 1.4653 0.0950 1.21 -0.99 0.49 0.16
H -0.5726 -3.4731 0.2478 -0.69 0.30 -0.45 0.12
H -3.0683 -5.2578 -0.4095 0.60 -0.55 -0.37 0.05
H 0.0281 -2.1128 2.9986 0.23 0.70 -1.13 0.12
H 1.0661 -2.2598 1.4439 -1.02 0.91 0.84 0.11
H 1.0745 -0.6887 2.3579 -0.68 -1.52 -0.14 0.07
C 6.0918 -0.7181 2.7409 -0.03 -0.06 0.15 -0.25
S 4.5182 -0.6544 1.8631 0.25 0.10 -0.25 0.80
O 3.4274 -0.6556 2.8915 -0.12 -0.18 -0.04 -0.58
C 4.6215 -2.3225 1.1788 -0.04 -0.12 0.19 -0.26
H 6.2224 0.2198 3.2806 -0.09 -0.02 -0.10 0.05
H 6.0901 -1.5475 3.4501 -0.08 0.02 -0.04 0.06
H 6.9040 -0.8380 2.0230 -0.10 0.05 -0.04 0.06
H 4.7118 -3.0515 1.9858 0.00 0.05 0.01 0.06
H 5.4822 -2.3893 0.5124 -0.04 0.07 0.01 0.06
H 3.7103 -2.5189 0.6126 0.05 0.10 0.00 0.03
C -7.7626 -2.0058 -1.3656 -0.06 -0.11 0.05 -0.29
S -7.8704 -0.4182 -2.2195 -0.26 0.14 0.06 0.79
O -8.9641 0.3636 -1.5736 0.33 -0.33 -0.18 -0.55
C -8.5211 -1.0829 -3.7668 -0.06 -0.05 -0.03 -0.27
H -7.4090 -1.8275 -0.3498 -0.02 0.10 -0.08 0.05
H -8.7458 -2.4775 -1.3287 0.01 0.08 -0.03 0.06
H -7.0543 -2.6530 -1.8859 -0.04 0.05 -0.03 0.01
H -9.4571 -1.6112 -3.5798 0.03 0.05 0.08 0.06
H -7.7881 -1.7592 -4.2095 0.02 0.04 0.04 0.05
H -8.7033 -0.2516 -4.4477 0.05 0.01 0.12 0.05
C 3.7013 3.5512 1.9281 0.03 -0.05 0.11 -0.26
S 4.4124 3.5622 0.2691 0.08 -0.02 -0.06 0.80
O 4.8752 2.1723 -0.0274 -0.09 0.23 0.20 -0.59
C 5.8686 4.5388 0.6968 0.07 -0.04 0.04 -0.26
H 2.7883 2.9552 1.9067 0.07 0.01 -0.10 0.04
H 4.4066 3.1087 2.6337 0.01 0.00 -0.07 0.06
H 3.4595 4.5720 2.2278 0.02 -0.02 -0.06 0.06
H 6.4385 4.0340 1.4784 -0.07 -0.05 -0.03 0.06
H 5.5568 5.5275 1.0362 -0.04 -0.04 -0.04 0.06
H 6.4871 4.6411 -0.1948 -0.12 -0.06 0.00 0.05
C 1.3749 0.3108 -1.4910 -0.08 -0.15 0.12 -0.27
S 1.2442 1.9079 -2.3227 -0.05 0.17 -0.04 0.82
O 0.1312 2.6625 -1.6690 0.07 -0.41 0.03 -0.57
C 0.6114 1.2555 -3.8821 -0.11 -0.06 0.01 -0.26
H 1.7218 0.4821 -0.4706 0.09 0.13 -0.08 0.04
H 0.3977 -0.1773 -1.4664 -0.04 0.09 -0.12 0.03
H 2.0963 -0.3163 -2.0170 0.01 0.07 0.01 0.06
H -0.3169 0.7089 -3.7075 0.02 0.04 0.07 0.06
H 1.3575 0.5984 -4.3310 0.03 0.06 0.05 0.06
H 0.4185 2.0938 -4.5514 0.06 0.01 0.13 0.06
```
Forces are in eV/Å.



(3)
The following is a DFT calculation (ωB97M-V/def2-TZVPD) of one molecule with the formula C6H11N at a distorted geometry.

Properties
SMILES: C=C1CCN(C)C1
Energy above the lowest of the compared OMol25 structures with the same formula, charge and spin, kcal/mol: 64.5
HOMO energy, eV: -8.8
2S+1: 1
F_max, eV/Å: 4.43
Calculated total energy, Ha: -289.86891
Gap between HOMO and LUMO, eV: 9.824

The geometry in XYZ format:
```
18
Properties=species:S:1:pos:R:3:forces:R:3:lowdin_charge:R:1
C -1.5835 -0.0888 1.0767 -3.38 -1.46 1.89 -0.17
C 0.2256 -1.4986 0.1913 -4.04 -1.54 0.95 -0.22
C 0.2615 -0.7812 -1.1259 1.82 -0.09 -1.45 -0.14
C 0.5420 0.6180 -0.7062 -0.18 2.99 0.53 -0.36
C 0.8199 1.7376 -1.3854 -0.40 -0.76 2.62 0.05
C 0.6107 0.6925 0.7918 0.09 -1.45 1.78 -0.16
H -1.8561 0.6707 0.2217 0.51 -1.37 1.57 0.11
H -1.9004 0.2696 2.1734 0.43 -0.01 -2.63 0.11
H -2.2551 -1.0836 1.0084 1.30 2.26 -0.31 0.11
H -0.3666 -2.5117 0.2424 0.24 2.19 -0.26 0.15
H 1.1303 -1.8954 0.4715 2.65 -0.20 0.67 0.07
H 1.2794 -1.0119 -1.5528 -1.34 -0.52 -0.63 0.14
H -0.6029 -0.9189 -1.8328 1.05 0.13 0.73 0.14
H 0.9507 2.6760 -0.8183 0.10 -0.56 -0.68 0.08
H 1.0460 1.6294 -2.3733 0.22 0.48 -2.82 0.03
H 0.2630 1.6758 1.3170 0.87 -1.86 -1.05 0.16
H 1.6543 0.3246 1.0823 -1.00 1.29 -0.13 0.14
N -0.2188 -0.5040 1.2183 1.07 0.49 -0.79 -0.23
```
Forces are in eV/Å.



(4)
The following is a DFT calculation (ωB97M-V/def2-TZVPD) of C5H6NO as an isolated structure at a distorted geometry.

Properties
Energy above the lowest of the compared OMol25 structures with the same formula, charge and spin, kcal/mol: 194.8
HOMO energy, eV: -16.1
Charge: +1
2S+1: 1
F_max, eV/Å: 5.33
Calculated total energy, Ha: -323.55962
Gap between HOMO and LUMO, eV: 10.807

The geometry in XYZ format:
```
13
Properties=species:S:1:pos:R:3:forces:R:3:lowdin_charge:R:1
C 2.2280 -1.1513 -0.0794 1.18 -2.81 -0.23 0.32
C 2.0164 0.0797 -0.0238 0.06 1.56 0.55 -0.15
C 0.3224 0.8423 0.0301 -4.83 -2.24 0.34 -0.26
C -1.0027 1.5406 -0.0817 2.52 3.08 -0.79 0.08
C -0.3008 -1.6999 0.0971 -0.86 1.51 -3.84 0.03
N 0.4687 -0.4972 -0.0266 2.15 3.62 0.64 0.03
O 1.5165 1.3050 0.1020 2.36 1.29 -0.54 0.27
H -1.5884 1.1764 0.6916 -2.03 -1.68 0.53 0.07
H -1.1892 1.5320 -1.1828 -0.95 -0.34 1.07 0.14
H -1.0510 2.6438 0.2645 1.04 -1.48 -0.87 0.15
H -1.2426 -1.3774 0.4272 -1.57 0.11 0.36 0.10
H 0.1313 -2.3512 0.7379 1.41 -1.99 1.93 0.07
H -0.3086 -2.0428 -0.9562 -0.49 -0.63 0.84 0.14
```
Forces are in eV/Å.



Copy entry 3 word for word.
The following is a DFT calculation (ωB97M-V/def2-TZVPD) of one molecule with the formula C6H11N at a distorted geometry.

Properties
SMILES: C=C1CCN(C)C1
Energy above the lowest of the compared OMol25 structures with the same formula, charge and spin, kcal/mol: 64.5
HOMO energy, eV: -8.8
2S+1: 1
F_max, eV/Å: 4.43
Calculated total energy, Ha: -289.86891
Gap between HOMO and LUMO, eV: 9.824

The geometry in XYZ format:
```
18
Properties=species:S:1:pos:R:3:forces:R:3:lowdin_charge:R:1
C -1.5835 -0.0888 1.0767 -3.38 -1.46 1.89 -0.17
C 0.2256 -1.4986 0.1913 -4.04 -1.54 0.95 -0.22
C 0.2615 -0.7812 -1.1259 1.82 -0.09 -1.45 -0.14
C 0.5420 0.6180 -0.7062 -0.18 2.99 0.53 -0.36
C 0.8199 1.7376 -1.3854 -0.40 -0.76 2.62 0.05
C 0.6107 0.6925 0.7918 0.09 -1.45 1.78 -0.16
H -1.8561 0.6707 0.2217 0.51 -1.37 1.57 0.11
H -1.9004 0.2696 2.1734 0.43 -0.01 -2.63 0.11
H -2.2551 -1.0836 1.0084 1.30 2.26 -0.31 0.11
H -0.3666 -2.5117 0.2424 0.24 2.19 -0.26 0.15
H 1.1303 -1.8954 0.4715 2.65 -0.20 0.67 0.07
H 1.2794 -1.0119 -1.5528 -1.34 -0.52 -0.63 0.14
H -0.6029 -0.9189 -1.8328 1.05 0.13 0.73 0.14
H 0.9507 2.6760 -0.8183 0.10 -0.56 -0.68 0.08
H 1.0460 1.6294 -2.3733 0.22 0.48 -2.82 0.03
H 0.2630 1.6758 1.3170 0.87 -1.86 -1.05 0.16
H 1.6543 0.3246 1.0823 -1.00 1.29 -0.13 0.14
N -0.2188 -0.5040 1.2183 1.07 0.49 -0.79 -0.23
```
Forces are in eV/Å.



Which formula does entry 3 have? C6H11N



Among the records above, which one has the highest calculated total energy? C6H11N